21
Properties=species:S:1:pos:R:3:nbo_charge:R:1 method="wB97M-V/def2-TZVPD" homo_energy_ev="3.84 / -1.68" charge=-2 multiplicity=2 de_lowest_ev=1.8205 gap_ev="2.45 / 7.90"
C -0.995 -2.416 1.921 -0.53
C -1.350 -2.048 0.399 -0.62
C -0.702 -0.974 2.572 0.78
O -1.604 -0.160 2.423 -0.79
O 0.349 -0.879 3.198 -0.79
H -1.653 -3.033 2.481 0.17
H -0.132 -3.033 1.922 0.18
H -1.857 -2.943 0.017 0.17
H -0.360 -2.088 -0.227 0.19
H -1.820 -1.133 0.397 0.23
C 0.879 1.051 -1.318 -0.46
C 1.658 1.913 -2.339 -1.36
C 0.062 1.976 -0.402 -0.63
H 1.831 0.575 -0.777 0.19
H 0.202 0.448 -1.977 0.18
H 1.523 1.608 -3.307 0.16
H 1.551 3.037 -2.149 0.16
H -0.574 1.446 0.205 0.22
H 2.701 1.698 -2.313 0.16
H -0.472 2.617 -1.044 0.19
H 0.764 2.339 0.317 0.20